[1]
A structure of composition C30H28N3OPPtSSbSe4. Source: the OMol25 dataset; level of theory: the ωB97M-V functional and the def2-TZVPD basis.

Calculated values
**Total charge**: -1
**Orbital gap**: 6.06 eV
**Relative energy (zero: lowest compared OMol25 entry of this formula, charge and spin)**: 0.0000 eV
**HOMO level**: -4.033 eV

Structure (XYZ):
```
70
Properties=species:S:1:pos:R:3:mulliken_charge:R:1
Pt 0.66 -0.23 -1.27 1.46
Sb 3.59 -2.27 -1.25 0.55
Se 3.34 -4.25 0.13 -0.65
Se 1.54 -1.91 -2.72 -0.62
Se 5.66 -1.91 -2.39 -0.68
Se 2.73 -0.23 0.01 -0.69
S -1.48 -0.33 -2.39 -0.37
P 0.25 2.50 0.74 0.53
O -0.28 1.32 -0.02 -0.23
N -0.86 -2.21 2.48 0.41
N -2.23 -1.06 0.08 -0.27
N -1.65 -2.77 -1.38 -0.13
C 0.81 -3.42 4.35 -0.43
C 1.23 3.65 -0.23 0.40
C -0.46 -4.51 -0.19 -0.41
C -2.72 -5.05 1.34 -0.55
C -1.54 -5.76 1.56 -0.51
C 2.10 3.15 -1.21 -0.27
C 3.11 2.20 3.64 -0.78
C -1.17 4.09 2.58 -0.13
C 0.71 0.98 2.95 -0.35
C 1.96 5.89 -0.73 -0.68
C -2.77 -4.07 0.36 -0.07
C 1.41 0.54 4.06 -0.45
C 1.21 2.04 2.18 0.84
C 2.89 4.02 -1.94 -0.90
C -0.42 -5.49 0.78 -0.50
C -2.29 3.51 0.53 -0.48
C 2.82 5.39 -1.70 -0.45
C -3.40 4.88 2.16 -0.47
C -0.51 -3.11 4.67 -0.64
C 2.41 2.65 2.53 -0.41
C -1.30 -2.52 3.71 -0.78
C 2.61 1.15 4.40 -0.59
C 1.17 5.02 0.00 -0.28
C -2.28 4.81 2.98 -0.69
C -1.64 -3.80 -0.39 -0.09
C -1.80 -1.47 -1.13 0.06
C 0.41 -2.51 2.18 0.53
C -1.17 3.44 1.35 -0.02
C 1.28 -3.12 3.09 -0.76
C -3.40 4.23 0.94 -0.66
H 4.06 2.66 3.90 0.39
H -2.09 -0.07 0.21 0.27
H -1.97 -1.63 0.89 0.30
H 1.46 -3.90 5.08 0.41
H -0.92 -3.34 5.65 0.45
H -2.33 -2.27 3.92 0.51
H 3.17 0.79 5.25 0.38
H 0.49 5.42 0.74 0.35
H 2.81 3.44 1.91 0.39
H 2.16 2.08 -1.39 0.22
H -3.68 -3.51 0.18 0.40
H -1.50 -6.52 2.33 0.41
H -0.30 4.01 3.23 0.44
H 2.28 -3.34 2.76 0.34
H -4.27 5.44 2.48 0.38
H 0.76 -2.26 1.19 -0.04
H -0.20 0.48 2.65 0.34
H 3.56 3.63 -2.69 0.45
H -3.60 -5.26 1.94 0.39
H 0.51 -6.01 0.95 0.42
H -2.28 5.31 3.94 0.41
H -2.29 2.98 -0.42 0.43
H 0.43 -4.26 -0.75 0.37
H 1.04 -0.30 4.63 0.32
H 1.91 6.96 -0.55 0.41
H -1.08 -2.94 -2.20 0.33
H -4.28 4.28 0.30 0.41
H 3.45 6.07 -2.27 0.37
```

[2]
An isolated molecule of C2H4ClNO2 at a distorted geometry. Source: the OMol25 dataset; level of theory: the ωB97M-V functional and the def2-TZVPD basis.

Calculated values
**Total charge**: 0
**SMILES**: C/C(=N\O)OCl
**Orbital gap**: 8.48 eV
**Relative energy (zero: lowest compared OMol25 entry of this formula, charge and spin)**: 4.6584 eV
**HOMO level**: -9.493 eV

Structure (XYZ):
```
10
Properties=species:S:1:pos:R:3:mulliken_charge:R:1
Cl 4.16 0.09 0.04 0.04
O 2.43 0.39 0.06 -0.36
O -0.26 -1.94 -0.11 -0.36
N 1.10 -1.52 0.07 -0.51
C 1.25 -0.25 0.01 0.80
C 0.18 0.79 0.10 -0.89
H -0.16 -2.71 0.50 0.38
H 0.46 1.57 0.65 0.38
H -0.05 1.28 -0.93 0.23
H -0.69 0.28 0.72 0.28
```

[3]
A structure of composition C38H60ClHgN5OSbSi3. Source: the OMol25 dataset; level of theory: the ωB97M-V functional and the def2-TZVPD basis.

Calculated values
**⟨S²⟩**: 0.757
**Total charge**: 0
**Orbital gap (alpha / beta)**: 8.00 / 7.43 eV
**Relative energy (zero: lowest compared OMol25 entry of this formula, charge and spin)**: 0.0000 eV
**Multiplicity**: 2
**HOMO level (alpha / beta)**: -7.475 / -7.672 eV

Structure (XYZ):
```
110
Properties=species:S:1:pos:R:3:mulliken_spin:R:1
Hg 0.18 2.02 0.63 0.02
Sb 2.16 0.89 -2.42 -0.09
Cl 4.70 0.74 4.65 0.00
Si 3.40 -0.75 0.32 0.00
Si 1.11 2.41 -5.05 0.00
Si 1.31 -0.74 -5.45 0.00
O -3.45 -1.07 6.89 0.00
N -3.59 -1.44 2.47 0.00
N -2.58 -1.28 3.35 0.00
N 2.33 -3.17 -1.48 0.05
N -0.65 0.57 -2.42 -0.03
N -1.71 -0.83 1.40 0.00
C -5.61 -0.67 4.92 0.00
C 2.18 -0.81 -1.11 0.52
C 0.91 0.68 -4.26 0.00
C -1.88 0.60 -1.88 0.01
C 3.82 1.03 0.75 0.00
C 1.00 2.20 4.32 0.00
C -2.89 0.73 -4.02 0.00
C 0.14 -2.27 -1.16 0.10
C 0.20 1.20 4.88 0.00
C -0.42 -3.52 -1.28 -0.01
C -3.03 0.68 -2.63 0.00
C 0.41 -4.61 -1.53 0.03
C -1.63 0.71 -4.57 0.00
C -3.02 -1.16 1.32 0.00
C 2.90 2.94 -5.17 0.00
C 5.00 -1.66 -0.01 0.04
C -2.77 -1.49 4.78 0.00
C 0.82 0.05 5.34 0.00
C -3.21 -0.31 5.69 0.00
C -5.10 1.21 6.44 0.00
C 1.78 -4.37 -1.61 -0.01
C 2.84 -0.39 -6.48 0.00
C 1.51 -2.37 -4.56 0.00
C 0.21 3.67 -3.99 0.00
C 2.54 -1.57 1.77 0.03
C -4.36 1.34 4.08 0.00
C -1.31 1.41 4.91 0.00
C -2.07 0.66 6.02 0.00
C 1.53 -2.12 -1.29 0.28
C 2.37 2.07 4.24 0.00
C 2.97 0.91 4.73 0.00
C -1.47 -0.94 2.69 0.00
C 0.39 2.54 -6.78 0.00
C -4.55 0.38 5.27 0.00
C -0.50 0.62 -3.74 0.01
C 2.20 -0.10 5.27 0.00
C -0.07 -1.06 -6.69 0.00
C 4.06 0.27 -3.27 0.08
H -3.77 0.79 -4.65 0.00
H -0.71 2.52 -6.78 0.00
H -1.84 -1.88 5.18 0.00
H 4.34 0.91 -4.10 0.00
H 0.69 3.50 -7.21 0.00
H 4.74 1.05 1.35 0.00
H -5.34 1.73 3.79 0.00
H -6.58 -0.18 4.83 0.00
H -1.48 2.48 5.01 0.00
H -1.71 1.16 3.92 0.00
H -1.91 0.55 -0.80 0.00
H -5.69 -1.41 5.71 0.00
H 2.41 -2.42 -3.94 0.00
H 2.68 -1.00 5.63 0.00
H -2.47 1.40 6.72 0.00
H -0.51 -0.77 3.17 0.00
H 3.00 -1.25 -7.13 0.00
H 5.68 -1.11 -0.66 0.00
H -5.40 -1.17 3.98 0.00
H 3.11 -1.42 2.69 0.00
H 5.50 -1.81 0.95 0.00
H 0.60 3.71 -2.97 0.00
H -0.86 3.45 -3.93 0.00
H 2.98 2.85 3.81 0.00
H 2.71 0.48 -7.11 0.00
H 4.81 -2.64 -0.46 0.00
H 1.54 -1.16 1.91 -0.01
H 0.66 -2.57 -3.90 0.00
H -0.46 -1.40 -0.94 -0.01
H -3.58 -1.19 0.39 0.00
H 3.52 2.24 -5.74 0.00
H 1.56 -3.18 -5.29 0.00
H -3.94 0.85 3.21 0.00
H 2.93 3.90 -5.69 0.00
H 0.32 4.66 -4.43 0.00
H -5.41 0.58 7.28 0.00
H 2.44 -2.64 1.59 0.00
H 0.28 -1.84 -7.36 0.00
H 3.37 3.08 -4.19 0.00
H -1.36 0.08 6.62 0.00
H -3.74 2.19 4.35 0.00
H 0.25 -0.75 5.78 0.00
H 0.02 -5.61 -1.64 0.00
H -1.51 0.76 -5.64 0.00
H -1.49 -3.66 -1.17 0.00
H 0.74 1.76 -7.46 0.00
H -4.40 1.97 6.80 0.00
H 4.02 -0.77 -3.59 -0.01
H 3.74 -0.25 -5.88 0.00
H 3.03 1.50 1.33 0.00
H -3.60 -0.45 7.61 0.00
H -0.99 -1.42 -6.21 0.00
H 0.54 3.11 3.95 0.00
H -5.99 1.74 6.10 0.00
H 4.00 1.66 -0.13 0.00
H -4.00 0.70 -2.16 0.00
H -0.33 -0.19 -7.31 0.00
H 4.82 0.36 -2.49 0.00
H 2.46 -5.20 -1.79 0.00
H -3.52 -2.27 4.87 0.00
```

[4]
A cluster of 2 separate species, FH2NO4P in total at a distorted geometry. Source: the OMol25 dataset; level of theory: the ωB97M-V functional and the def2-TZVPD basis.

Calculated values
**Total charge**: -1
**Orbital gap (alpha / beta)**: 8.10 / 6.14 eV
**Relative energy (zero: lowest compared OMol25 entry of this formula, charge and spin)**: 2.9525 eV
**HOMO level (alpha / beta)**: -5.132 / -3.639 eV

Structure (XYZ):
```
9
Properties=species:S:1:pos:R:3:mulliken_charge:R:1
P -2.09 0.03 0.29 0.65
F 3.39 0.17 0.24 -0.23
O 2.50 -0.84 0.77 -0.35
O -2.08 1.50 0.36 -0.57
O -0.83 -0.65 -0.48 -0.12
O -3.27 -0.61 -0.20 -0.58
N 0.47 -0.08 -0.47 -0.51
H 0.20 0.93 -0.76 0.19
H 1.71 -0.45 0.25 0.52
```

[5]
A structure of composition C50H59N15O2Ta at a distorted geometry. Source: the OMol25 dataset; level of theory: the ωB97M-V functional and the def2-TZVPD basis.

Calculated values
**Total charge**: +1
**Orbital gap**: 5.49 eV
**Relative energy (zero: lowest compared OMol25 entry of this formula, charge and spin)**: 0.0000 eV
**HOMO level**: -10.268 eV

Structure (XYZ):
```
127
Properties=species:S:1:pos:R:3:mulliken_charge:R:1
Ta -0.07 -0.76 -1.63 1.24
O -1.56 -1.27 -0.66 0.65
O 1.87 0.32 -1.11 -0.28
N 3.00 -3.12 0.36 -0.93
N -2.79 1.18 -3.04 0.47
N 2.38 -2.06 0.02 -0.05
N 0.23 -0.41 0.78 0.84
N 2.55 -4.15 -0.32 -0.83
N -1.63 -2.55 -3.50 -0.44
N -1.90 -3.72 -3.89 -0.79
N -1.98 0.21 -3.48 0.64
N 1.44 0.73 -4.12 0.80
N 0.87 -4.39 -1.99 0.09
N -1.04 -4.60 -3.40 -0.56
N -0.54 -2.57 -2.71 0.70
N 1.10 -0.42 -3.52 0.46
N 1.44 -2.33 -0.91 0.56
N -0.38 1.26 -1.78 1.08
C 3.51 2.73 -1.29 -1.66
C -0.20 -3.89 -2.67 -0.02
C 2.05 -0.43 2.42 -1.60
C 1.47 -0.21 1.15 -0.42
C 0.11 2.24 -2.62 1.19
C 0.19 4.63 -3.15 -1.50
C 4.02 0.75 1.71 -0.29
C 3.30 0.03 2.71 -0.21
C -5.23 -3.16 0.99 -2.37
C 3.88 -0.22 4.09 1.91
C -1.87 -1.34 0.62 0.10
C 4.17 -1.72 4.24 -1.63
C 1.27 3.08 -4.58 -1.00
C -3.89 2.48 0.24 0.65
C -4.45 -1.73 -0.90 -1.45
C -2.18 -1.42 3.41 -0.48
C -1.50 2.07 0.28 0.16
C 0.93 4.39 -4.30 0.33
C 2.34 0.49 -5.09 -0.32
C -3.02 -1.93 1.15 -0.60
C -2.77 1.61 -1.71 -0.34
C -3.93 2.02 -1.07 -0.45
C -5.11 3.01 0.91 -1.70
C 2.31 0.34 0.06 0.65
C 2.59 -0.86 -5.13 -1.44
C -3.13 -1.96 2.54 -0.54
C -3.25 -3.86 -0.34 -1.49
C 4.89 0.66 -1.67 -1.55
C 4.39 1.67 -0.62 2.49
C -3.48 1.74 -4.06 -0.21
C -2.32 -1.52 4.92 2.10
C -4.00 -2.65 0.24 2.50
C 5.60 2.39 -0.01 -2.43
C -2.67 2.47 0.91 -1.20
C -0.85 -0.84 1.49 -0.37
C -2.28 -0.13 5.57 -1.68
C 5.17 0.56 4.34 -2.30
C -3.63 -2.21 5.36 -2.35
C 2.85 0.22 5.15 -1.39
C -1.05 -0.84 2.87 -1.23
C 1.58 -3.66 -1.10 0.11
C -1.54 1.65 -1.05 -0.62
C 1.36 5.51 -5.20 -1.60
C 3.58 0.93 0.43 -0.51
C -1.15 -2.37 5.45 -1.26
C 0.93 2.00 -3.76 0.27
C 1.79 -1.39 -4.13 -0.44
C -0.21 3.59 -2.35 -0.70
C -3.10 1.09 -5.21 -1.50
C -2.16 0.13 -4.79 -0.31
H 1.72 -2.42 -3.82 0.33
H 4.99 1.14 1.98 0.82
H 4.08 3.23 -2.07 0.55
H -5.94 -3.56 0.27 0.47
H -3.44 1.27 -6.21 0.47
H -1.63 -0.60 -5.36 0.48
H -3.90 -4.43 -0.99 0.45
H -4.97 -3.96 1.68 0.44
H -0.80 3.81 -1.48 0.67
H 4.06 0.09 -2.08 0.05
H 5.38 1.20 -2.47 0.46
H -5.20 -2.23 -1.50 0.57
H -3.06 0.50 5.16 0.36
H 1.51 -1.02 3.13 1.51
H 5.98 0.21 3.70 0.41
H -3.66 -3.25 5.04 0.38
H 6.11 2.95 -0.79 0.43
H 3.32 0.24 6.13 0.53
H 3.25 -1.38 -5.80 0.51
H 5.02 1.63 4.19 0.43
H -2.43 -0.22 6.64 0.49
H -5.37 2.41 1.78 0.33
H -0.32 -0.38 3.50 1.40
H -1.32 0.35 5.40 0.24
H 1.83 2.90 -5.48 0.50
H -3.69 -2.19 6.44 0.46
H -4.88 -0.81 -0.51 0.31
H 5.48 0.41 5.37 0.45
H -1.22 -2.47 6.52 0.49
H 2.80 1.24 -5.70 0.40
H -5.96 3.02 0.23 0.40
H -1.17 -3.36 5.01 0.34
H -4.94 4.02 1.26 0.40
H 3.18 3.48 -0.57 0.35
H 5.29 3.08 0.77 0.46
H -2.38 -3.54 -0.91 0.06
H -0.19 -1.91 5.21 0.07
H -2.90 -4.51 0.47 0.35
H -3.99 -2.45 2.96 0.85
H -4.50 -1.69 4.97 0.45
H 0.97 6.45 -4.84 0.41
H 2.64 2.28 -1.76 0.37
H 4.53 -1.91 5.25 0.47
H 1.04 -5.39 -2.03 0.27
H -3.62 -1.47 -1.56 0.02
H -2.63 2.82 1.93 0.53
H -5.73 -2.36 1.54 0.43
H -0.56 2.12 0.79 0.44
H 1.02 5.36 -6.22 0.35
H 6.31 1.68 0.41 0.45
H -4.15 2.56 -3.91 0.46
H 5.60 -0.03 -1.22 0.35
H 4.94 -2.03 3.53 0.39
H 2.48 1.22 4.93 0.33
H 2.01 -0.47 5.20 0.16
H -4.87 1.98 -1.60 0.43
H -0.09 5.64 -2.88 0.40
H 3.28 -2.32 4.06 0.30
H 2.45 5.58 -5.23 0.32
```

[6]
A cluster of 2 separate species, H4O2 in total at a distorted geometry. Source: the OMol25 dataset; level of theory: the ωB97M-V functional and the def2-TZVPD basis.

Calculated values
**Total charge**: 0
**SMILES**: O.O
**Orbital gap**: 11.42 eV
**Relative energy (zero: lowest compared OMol25 entry of this formula, charge and spin)**: 0.1674 eV
**HOMO level**: -10.699 eV

Structure (XYZ):
```
6
Properties=species:S:1:pos:R:3:mulliken_charge:R:1
O -1.59 0.03 -0.14 -0.69
O 1.19 -0.03 0.06 -0.69
H -0.61 -0.27 -0.08 0.40
H 1.23 0.91 -0.09 0.34
H 1.89 -0.50 -0.42 0.33
H -2.11 -0.15 0.67 0.31
```

[7]
A structure of composition C45H35ClN8O7S2SeSiTa at a distorted geometry. Source: the OMol25 dataset; level of theory: the ωB97M-V functional and the def2-TZVPD basis.

Calculated values
**Total charge**: -1
**Orbital gap**: 7.03 eV
**Relative energy (zero: lowest compared OMol25 entry of this formula, charge and spin)**: 2.4863 eV
**HOMO level**: -5.156 eV

Structure (XYZ):
```
101
Properties=species:S:1:pos:R:3:mulliken_charge:R:1
Ta -0.62 0.40 0.16 0.51
Se 0.68 1.04 1.97 -0.56
Cl -3.10 1.28 -1.00 1.62
S -1.20 5.12 -1.52 -0.11
S -0.93 3.39 -4.26 1.33
Si -2.90 -1.16 2.23 -1.37
O -2.35 3.69 -4.28 -0.74
O -3.49 2.47 -1.62 -0.59
O -1.89 0.67 -1.67 -0.64
O -1.74 -0.90 1.11 1.49
O -0.41 2.50 -5.27 -0.80
O -4.12 0.31 -0.90 -0.58
O -2.50 1.56 0.35 -0.53
N 1.16 0.71 -1.31 0.20
N 0.07 -3.23 1.07 -0.16
N 0.38 -0.85 -2.94 -0.53
N 2.10 -2.11 1.43 -0.26
N 1.82 8.66 -4.90 -0.61
N -0.43 2.85 -2.85 0.33
N 0.06 -1.54 -0.65 0.29
N -0.42 2.87 -0.52 0.71
C -0.12 4.96 -4.52 -0.78
C 1.62 -2.05 4.16 -0.32
C -3.79 2.47 4.12 -0.70
C 2.81 -1.55 3.65 -0.47
C 2.87 1.72 -3.28 -0.34
C 1.17 7.43 -4.75 1.10
C -0.72 -3.68 -1.16 0.20
C -2.30 -5.14 3.23 -0.80
C 1.97 0.75 -3.58 -0.47
C -0.86 6.14 -4.57 -0.12
C -1.77 1.61 5.09 -0.89
C -0.66 3.46 -1.70 -0.30
C -2.43 -3.94 2.55 0.49
C -1.45 -5.59 -2.34 -0.83
C 1.14 0.23 -2.57 0.34
C -5.76 -1.25 2.17 -0.45
C -3.88 1.34 3.31 -0.48
C -0.90 -3.57 -3.56 -0.10
C 1.91 6.24 -4.71 -0.76
C -1.12 -5.00 -1.12 -0.24
C -2.55 -2.72 3.22 0.30
C 2.93 2.19 -1.97 -0.72
C -0.18 -2.80 -0.10 -0.41
C -4.58 -1.54 1.48 0.72
C -0.22 7.36 -4.70 -0.73
C -5.91 -2.59 -0.25 -0.68
C 2.07 1.68 -1.04 -0.42
C -1.34 -4.89 -3.54 -0.68
C -1.03 4.99 0.20 -0.52
C -0.03 -1.66 -2.02 0.19
C 2.99 -1.61 2.28 -0.51
C 0.96 -2.58 1.93 -0.22
C 0.69 -2.59 3.30 0.27
C -4.68 -2.23 0.27 -0.08
C -2.93 0.32 3.39 0.89
C -7.00 -1.61 1.65 -0.87
C -7.07 -2.27 0.44 -0.60
C -1.86 0.48 4.28 -0.07
C -2.73 2.60 5.01 -0.65
C -0.61 3.75 0.53 -1.03
C 1.26 5.02 -4.60 -0.39
C -2.56 -2.76 4.62 -0.07
C -2.29 -5.15 4.62 -0.63
C -2.43 -3.96 5.31 -0.79
C -0.61 -2.98 -2.35 -0.18
H -2.65 3.48 5.63 0.37
H 1.84 0.34 -4.57 0.45
H -5.96 -3.11 -1.20 0.44
H 3.63 2.96 -1.67 0.44
H 1.83 4.10 -4.57 0.42
H -0.44 3.41 1.53 0.34
H -1.60 -5.39 -4.46 0.40
H -5.72 -0.75 3.13 0.40
H -0.79 -3.02 -4.49 0.58
H 1.43 -2.03 5.23 0.41
H -1.24 5.81 0.87 0.45
H -0.92 1.72 5.76 0.42
H -0.25 -3.00 3.66 0.36
H -8.04 -2.54 0.02 0.37
H 2.08 2.03 -0.02 0.43
H 2.99 6.28 -4.78 0.29
H -2.19 -6.08 5.16 0.38
H -2.67 -1.84 5.18 0.34
H 3.53 2.12 -4.04 0.46
H -4.69 1.27 2.60 0.40
H -2.19 -6.07 2.68 0.42
H -2.43 -3.95 6.40 0.43
H -1.08 -0.27 4.33 0.56
H -1.94 6.08 -4.51 0.49
H 3.90 -1.22 1.83 0.36
H -0.80 8.27 -4.74 0.27
H 3.57 -1.13 4.29 0.37
H 2.77 8.67 -4.57 0.22
H -1.17 -5.54 -0.19 0.63
H -3.78 -2.47 -0.28 0.31
H -2.42 -3.96 1.46 0.09
H -7.90 -1.37 2.20 0.41
H 1.30 9.45 -4.57 0.22
H -4.53 3.25 4.03 0.41
H -1.78 -6.63 -2.36 0.43
```

[8]
A structure of composition C18H22ClN4SbSe5Tc. Source: the OMol25 dataset; level of theory: the ωB97M-V functional and the def2-TZVPD basis.

Calculated values
**Total charge**: +1
**Orbital gap (alpha / beta)**: 5.46 / 5.46 eV
**Relative energy (zero: lowest compared OMol25 entry of this formula, charge and spin)**: 0.0000 eV
**HOMO level (alpha / beta)**: -10.990 / -10.990 eV

Structure (XYZ):
```
52
Properties=species:S:1:pos:R:3:mulliken_charge:R:1
Sb 5.83 1.01 -4.21 0.50
Tc 0.15 0.52 -1.01 -0.39
Se -0.24 -0.83 -2.98 0.22
Se 4.36 3.12 -3.78 -0.31
Se 2.26 2.20 -3.58 0.07
Se 2.29 1.48 -1.39 -0.13
Se 4.42 -0.78 -3.83 -0.26
Cl -2.33 1.83 -1.93 -0.06
N 0.54 -3.71 -2.72 -0.45
N 1.47 -1.17 0.05 1.66
N -0.27 2.06 0.71 1.80
N -1.10 -0.39 0.14 0.71
C -0.61 1.93 -2.40 -1.60
C -2.41 2.56 1.89 -0.64
C 0.27 -2.59 -2.81 0.11
C -1.86 -2.74 0.51 -0.92
C -0.24 3.47 0.23 -1.38
C -0.87 -1.78 0.35 -0.19
C -0.20 -4.47 0.71 -0.90
C 0.64 1.98 1.88 -1.31
C 0.46 -2.20 0.30 0.83
C -2.00 0.37 0.93 0.10
C -3.25 -0.04 1.38 -0.84
C 0.79 -3.53 0.50 -0.44
C -3.65 2.14 2.34 -0.92
C 2.09 -0.81 1.35 -1.40
C -1.61 1.69 1.18 1.07
C -1.53 -4.07 0.69 -0.82
C 2.58 -1.68 -0.80 -1.03
C -4.06 0.84 2.08 -0.96
H 3.29 -0.88 -0.97 0.43
H 1.82 -3.85 0.47 0.36
H 2.22 -2.05 -1.74 0.30
H 0.52 1.02 2.37 0.28
H -2.08 3.57 2.09 0.38
H -5.03 0.50 2.41 0.44
H -0.56 1.67 -3.45 0.71
H -2.31 -4.80 0.79 0.42
H 2.73 -1.63 1.69 0.42
H 2.72 0.08 1.23 0.32
H -0.28 2.96 -2.27 0.70
H 0.70 3.64 -0.29 0.13
H 1.67 2.12 1.55 0.30
H -2.91 -2.48 0.44 0.65
H -0.30 4.16 1.07 0.49
H 3.11 -2.48 -0.28 0.25
H -1.08 3.65 -0.43 0.54
H 0.06 -5.51 0.85 0.42
H -3.63 -1.02 1.17 0.12
H -4.29 2.82 2.88 0.43
H 1.33 -0.64 2.09 0.37
H 0.38 2.77 2.59 0.42
```

Which formula does entry 1 have? C30H28N3OPPtSSbSe4